Entry from OMol25: C5H8FNO in the gas phase at a distorted geometry (ωB97M-V with the def2-TZVPD basis set).

Each line ends with the natural charge from an NBO analysis.
Cartesian coordinates (Å):
O  -1.73405  -0.23007  -0.42420  -0.7054
C  -0.99128  -0.82129  0.53143  0.0494
C  0.40507  -1.05947  0.03292  -0.3261
C  0.70997  -0.51117  -1.07874  -0.2605
N  0.77374  1.01633  -1.09957  -0.5993
C  0.59389  1.35010  0.30471  -0.2631
C  0.07993  0.07890  1.00536  0.3092
F  0.25460  -0.04465  2.31528  -0.3319
H  -2.77800  -0.02622  0.02593  0.4836
H  -1.46292  -1.34205  1.34009  0.1988
H  0.95022  -1.91343  0.64300  0.2452
H  0.11400  -0.86870  -2.08729  0.2103
H  1.83482  -0.80759  -1.27645  0.2173
H  -0.19430  1.29766  -1.57770  0.3660
H  1.56362  1.58995  0.97454  0.1988
H  -0.11930  2.29169  0.37067  0.2077

SMILES string: O[C@H]1[C@H]2CNC[C@]21F
ΔE to the lowest compared entry with this formula, charge and spin (kcal per mole): 128.7
E (eV): -11564.841
Frontier orbital gap (Eh): 0.333